The following is a quantum chemistry calculation of an isolated molecule of C3H7N3S, from the Open Molecules 2025 dataset.

HOMO level (spin up / spin down)   -7.79 / -7.79 eV
Energy relative to the best compared isomer or geometry (same formula, charge and spin)   115.3 kcal/mol
E_LUMO (spin up / spin down)   0.80 / 0.80 eV
Total charge   0
Frontier orbital gap (spin up / spin down)   8.596 / 8.596 eV

Geometry as XYZ:
```
14
Properties=species:S:1:pos:R:3:lowdin_charge:R:1
C 0.0151 1.8426 -0.2531 -0.20
C -1.3129 1.3070 0.3661 -0.32
C 1.6581 -1.3195 0.1048 -0.09
N 0.9563 1.0163 -0.4883 -0.02
N -2.2269 -0.8691 -0.8368 -0.38
N 0.7346 -0.2594 -0.2544 -0.28
S -1.2670 -0.5087 0.3272 0.95
H -0.0115 2.8186 -0.5056 0.06
H -1.2790 1.7613 1.2976 0.05
H -2.0529 1.7990 -0.2842 0.09
H 1.8690 -1.7870 -0.7775 0.04
H 2.4900 -0.8287 0.4752 0.06
H 1.2396 -2.0813 0.7018 0.06
H -2.4857 -1.8097 -1.0753 -0.03
```

***

The following is a quantum chemistry calculation of a structure of composition C39H43CaClP2Si2, from the Open Molecules 2025 dataset.

HOMO level   -4.56 eV
Energy relative to the best compared isomer or geometry (same formula, charge and spin)   22.2 kcal/mol
E_LUMO   -0.02 eV
Total charge   0
Frontier orbital gap   4.540 eV

Geometry as XYZ:
```
88
Properties=species:S:1:pos:R:3:lowdin_charge:R:1
C -2.7761 -0.9389 4.1563 -0.28
C -3.2213 -0.3839 2.9310 -0.21
C -2.8812 -1.2926 1.8903 -0.24
H -3.8405 0.5069 2.8183 0.10
C -2.2924 -2.4433 2.4807 -0.24
C -2.2451 -2.2320 3.8840 -0.26
H -1.9876 -2.9614 4.6571 0.09
H -2.8877 -0.5166 5.1507 0.07
H -3.1364 -1.1845 0.8334 0.10
H -2.0668 -3.3687 1.9511 0.10
Ca -0.5586 -0.5874 2.8068 1.01
Si 0.1204 0.0014 -0.6609 0.57
C -0.8596 1.5186 -1.0557 -0.38
C -0.3245 2.4380 -1.9818 -0.14
H 0.6898 2.2886 -2.3786 0.06
C -1.1007 3.4988 -2.4487 -0.11
H -0.6939 4.1516 -3.2279 0.10
C -2.3969 3.7066 -1.9494 -0.10
H -2.9971 4.5424 -2.3174 0.10
C -2.8931 2.8627 -0.9484 -0.10
H -3.8891 3.0366 -0.5223 0.10
C -2.1314 1.7858 -0.4841 -0.12
H -2.5439 1.1417 0.3029 0.07
C -0.6709 -1.5624 -1.2291 -0.39
C -1.8297 -1.5418 -2.0466 -0.12
H -2.2508 -0.5920 -2.3855 0.09
C -2.4825 -2.7328 -2.3691 -0.10
H -3.3793 -2.6983 -2.9913 0.10
C -2.0196 -3.9623 -1.8816 -0.11
H -2.5401 -4.8900 -2.1309 0.09
C -0.9000 -3.9852 -1.0330 -0.12
H -0.5520 -4.9299 -0.6034 0.10
C -0.2305 -2.8089 -0.7105 -0.16
H 0.6185 -2.8440 -0.0187 0.09
H 1.6041 0.0711 -0.3426 -0.11
Si 1.7438 0.1099 -4.9549 0.34
C 0.9273 -1.4958 -5.4011 -0.31
C 0.0931 -1.5834 -6.5323 -0.10
H -0.1107 -0.6969 -7.1352 0.10
C -0.4515 -2.8102 -6.9323 -0.09
H -1.0716 -2.8652 -7.8313 0.10
C -0.1715 -3.9725 -6.2068 -0.09
H -0.5963 -4.9312 -6.5180 0.10
C 0.6884 -3.9053 -5.1059 -0.08
H 0.9626 -4.8209 -4.5723 0.11
C 1.2289 -2.6810 -4.7049 -0.11
H 1.9218 -2.6604 -3.8637 0.08
C 0.6381 1.4891 -5.5084 -0.33
C -0.7195 1.4856 -5.1643 -0.11
H -1.1248 0.7137 -4.5093 0.11
C -1.5830 2.4593 -5.6819 -0.09
H -2.6344 2.4628 -5.3753 0.11
C -1.1114 3.4101 -6.5928 -0.09
H -1.7968 4.1547 -7.0068 0.10
C 0.2357 3.3937 -6.9750 -0.09
H 0.6026 4.1221 -7.7056 0.10
C 1.1056 2.4377 -6.4377 -0.10
H 2.1426 2.3934 -6.7674 0.09
H 3.1212 0.3077 -5.4960 -0.01
Cl 2.2010 0.0405 -2.9272 0.34
C 3.3838 -0.1552 2.2866 -0.29
P 2.0444 0.5687 3.2761 0.76
C 2.0179 2.3005 2.6740 -0.26
C 2.7563 0.7210 4.9641 -0.39
C 4.0692 1.1171 5.1993 -0.08
C 4.5169 1.3167 6.5180 -0.07
C 3.6685 1.0492 7.5853 -0.07
C 2.3449 0.6371 7.3598 -0.09
C 1.8960 0.4681 6.0637 -0.39
P 0.1507 -0.0115 5.6639 0.82
C -0.2342 -1.2397 6.9397 -0.28
C -0.7339 1.4258 6.3599 -0.26
H 3.0766 -0.4174 1.2693 0.01
H 3.7057 -1.0928 2.7609 0.05
H 4.2447 0.5205 2.2459 0.04
H 1.5599 2.3608 1.6730 0.04
H 3.0450 2.6900 2.6581 0.04
H 1.4186 2.9057 3.3664 0.04
H 4.7615 1.2923 4.3626 0.11
H 5.5327 1.6789 6.6831 0.11
H 4.0317 1.1496 8.6039 0.11
H 1.6898 0.4460 8.2127 0.10
H -1.2514 -1.6184 6.8065 0.04
H 0.4527 -2.0789 6.8189 0.05
H -0.1278 -0.8330 7.9533 0.04
H -0.5884 1.4793 7.4485 0.05
H -0.3295 2.3293 5.8940 0.04
H -1.7967 1.3391 6.1141 0.03
```

***

> total charge of number 2 (C39H43CaClP2Si2)?

0